Entry 1:
Formula: C27H28BiF6N4O6S3Te
Source: the Open Molecules 2025 dataset
Level of theory: wB97M-V/def2-TZVPD

Geometry (Å):
Bi: -0.040 0.080 0.123
C: 0.104 1.799 3.193
N: 1.093 1.086 2.363
C: 2.207 1.952 1.935
C: 1.802 3.331 1.414
C: 0.673 3.396 0.385
N: 0.816 2.412 -0.680
C: 0.873 2.862 -1.873
C: 0.887 2.103 -3.109
C: 1.424 2.735 -4.238
C: 1.472 2.111 -5.463
C: 0.924 0.825 -5.573
C: 0.355 0.197 -4.490
C: 0.317 0.812 -3.218
O: -0.267 0.197 -2.233
C: 1.581 -0.036 3.202
C: 2.464 -1.053 2.486
C: 1.714 -2.290 1.963
N: 0.343 -1.945 1.597
C: -0.563 -2.804 1.908
C: -1.980 -2.599 1.973
C: -2.812 -3.724 2.126
C: -4.162 -3.599 2.325
C: -4.706 -2.301 2.411
C: -3.920 -1.186 2.302
C: -2.518 -1.282 2.062
O: -1.793 -0.234 1.946
H: 0.523 2.001 4.188
H: -0.787 1.180 3.285
H: -0.179 2.745 2.746
H: 2.756 1.429 1.150
H: 2.904 2.100 2.773
H: 2.705 3.756 0.966
H: 1.532 3.987 2.246
H: 0.634 4.411 -0.024
H: -0.296 3.218 0.858
H: 0.926 3.951 -2.005
H: 1.820 3.740 -4.127
H: 1.905 2.606 -6.322
H: 0.939 0.316 -6.531
H: -0.080 -0.789 -4.575
H: 0.691 -0.528 3.599
H: 2.122 0.405 4.050
H: 3.242 -1.390 3.174
H: 2.990 -0.569 1.667
H: 1.697 -3.057 2.744
H: 2.247 -2.701 1.107
H: -0.226 -3.791 2.247
H: -2.360 -4.710 2.071
H: -4.796 -4.471 2.415
H: -5.773 -2.182 2.559
H: -4.344 -0.191 2.343
F: -4.492 3.509 -0.878
C: -4.635 2.273 -1.366
F: -5.398 2.336 -2.454
F: -5.245 1.524 -0.458
S: -2.989 1.594 -1.773
O: -2.312 1.578 -0.492
O: -2.498 2.461 -2.800
N: -3.356 0.181 -2.343
S: -3.265 -1.183 -1.559
O: -2.007 -1.446 -0.892
O: -4.468 -1.532 -0.860
C: -3.208 -2.315 -2.998
F: -2.077 -2.184 -3.675
F: -3.286 -3.564 -2.537
F: -4.231 -2.102 -3.821
Te: 2.268 -0.896 -1.337
C: 4.080 -1.298 -0.345
C: 4.643 -2.493 0.008
C: 5.936 -2.361 0.596
C: 6.345 -1.064 0.672
S: 5.161 -0.013 0.018
H: 4.143 -3.440 -0.146
H: 6.532 -3.197 0.938
H: 7.275 -0.678 1.062

Output
E_LUMO	2.17	eV
HOMO	-4.728	eV
charge	-1
HOMO-LUMO gap	6.90	eV

=====

Entry 2:
Formula: C27H28BrCl4IrN5O7PS
Source: the Open Molecules 2025 dataset
Level of theory: wB97M-V/def2-TZVPD

Geometry (Å):
Ir: -0.600 0.938 0.738
Cl: 5.261 0.872 4.630
C: 3.616 0.809 4.140
C: 2.598 0.557 5.119
Cl: 3.048 0.341 6.762
C: 1.282 0.482 4.753
Cl: 0.039 0.161 5.900
C: 0.888 0.663 3.395
O: -0.303 0.568 3.006
C: 1.923 0.964 2.403
O: 1.573 1.171 1.212
C: 3.285 0.999 2.825
Cl: 4.476 1.281 1.616
N: 4.678 -0.110 -5.079
C: 3.417 0.232 -4.633
C: 2.516 -0.755 -4.222
C: 1.276 -0.405 -3.722
C: 0.913 0.937 -3.635
C: 1.787 1.928 -4.074
C: 3.031 1.575 -4.558
S: -0.672 1.302 -2.966
O: -1.241 2.431 -3.645
O: -1.398 0.064 -2.993
N: -0.473 1.673 -1.361
C: -0.067 2.935 -1.006
N: 0.521 3.824 -1.819
C: 0.821 5.008 -1.302
C: 0.559 5.362 0.015
C: -0.012 4.380 0.795
N: -0.328 3.189 0.300
H: 4.862 -1.063 -5.327
H: 5.234 0.588 -5.535
H: 2.796 -1.802 -4.305
H: 0.563 -1.158 -3.406
H: 1.473 2.962 -4.037
H: 3.720 2.346 -4.885
H: 1.309 5.706 -1.976
H: 0.800 6.338 0.411
H: -0.240 4.540 1.845
C: -1.794 -3.315 3.497
C: -0.550 -3.317 2.636
O: -0.892 -3.079 1.260
P: -0.612 -1.622 0.592
O: -1.222 -1.888 -0.864
C: -2.655 -1.968 -1.017
C: -3.008 -3.265 -1.707
O: 0.962 -1.640 0.293
C: 1.630 -2.545 -0.612
C: 2.634 -3.371 0.157
H: -1.541 -3.600 4.522
H: -2.523 -4.026 3.105
H: -2.252 -2.321 3.516
H: -0.060 -4.289 2.669
H: 0.165 -2.566 2.988
H: -2.956 -1.118 -1.621
H: -3.140 -1.912 -0.035
H: -2.516 -3.300 -2.681
H: -4.090 -3.328 -1.855
H: -2.679 -4.116 -1.108
H: 2.125 -1.923 -1.354
H: 0.897 -3.175 -1.117
H: 3.287 -2.721 0.743
H: 3.253 -3.942 -0.541
H: 2.134 -4.067 0.834
Br: -5.486 -1.450 2.644
C: -4.705 0.021 1.759
C: -5.453 0.826 0.920
C: -4.808 1.867 0.277
C: -3.452 2.050 0.479
N: -2.739 1.267 1.293
C: -3.362 0.277 1.942
H: -6.511 0.649 0.781
H: -5.349 2.534 -0.381
H: -2.905 2.842 -0.019
H: -2.755 -0.302 2.628

Output
spin multiplicity	5
E_LUMO (spin up / spin down)	-0.14 / -1.57	eV
HOMO (spin up / spin down)	-6.948 / -7.956	eV
charge	0
HOMO-LUMO gap (spin up / spin down)	6.81 / 6.38	eV

=====

Entry 3:
Formula: C27H28CaCl3N6O10S2
Source: the Open Molecules 2025 dataset
Level of theory: wB97M-V/def2-TZVPD

Geometry (Å):
Ca: 0.071 0.628 -1.728
O: -0.636 4.246 -3.893
C: -0.600 3.096 -3.479
O: -0.595 2.721 -2.248
C: -0.473 1.901 -4.498
O: -0.892 1.998 -5.640
O: 0.123 0.863 -3.996
S: 1.814 -7.115 -0.410
N: 2.558 -5.796 0.158
C: 2.040 -4.763 -0.482
C: 2.423 -3.376 -0.293
C: 3.455 -2.977 0.557
C: 3.764 -1.640 0.639
C: 3.008 -0.735 -0.107
N: 2.012 -1.095 -0.897
C: 1.734 -2.400 -1.018
C: 0.708 -2.778 -2.009
N: 0.160 -1.783 -2.710
C: -0.709 -2.070 -3.664
C: -1.099 -3.379 -3.956
C: -0.560 -4.410 -3.225
C: 0.376 -4.115 -2.233
C: 1.037 -5.125 -1.429
N: 0.820 -6.427 -1.484
H: 3.995 -3.724 1.124
H: 4.558 -1.278 1.278
H: 3.220 0.328 -0.078
H: -1.096 -1.215 -4.208
H: -1.824 -3.561 -4.737
H: -0.838 -5.440 -3.403
C: 3.982 3.342 -2.930
S: 2.470 2.405 -3.171
C: 3.140 1.170 -4.277
O: 2.284 1.702 -1.844
H: 4.270 3.803 -3.875
H: 4.766 2.683 -2.557
H: 3.761 4.118 -2.200
H: 3.472 1.666 -5.190
H: 2.308 0.501 -4.498
H: 3.963 0.655 -3.781
Cl: 1.493 -0.612 3.136
C: 2.044 0.997 2.662
Cl: 3.753 1.274 3.072
H: 1.455 1.738 3.189
H: 1.928 1.093 1.590
O: -3.202 -0.927 0.532
Cl: -2.238 -1.239 -0.481
O: -2.327 -0.285 -1.575
O: -2.424 -2.573 -0.966
O: -0.888 -1.100 0.072
C: -5.266 0.518 3.666
C: -4.174 0.977 4.621
N: -2.911 1.221 3.928
C: -1.805 0.327 4.244
C: -2.033 -1.103 3.783
C: -2.812 2.391 3.243
O: -3.685 3.247 3.307
C: -1.638 2.633 2.336
C: -1.169 3.934 2.203
C: -0.193 4.205 1.262
C: 0.253 3.174 0.449
N: -0.193 1.921 0.564
C: -1.117 1.662 1.491
H: -6.191 0.318 4.211
H: -4.966 -0.387 3.137
H: -5.464 1.292 2.926
H: -3.982 0.218 5.380
H: -4.478 1.894 5.128
H: -1.661 0.345 5.331
H: -0.895 0.728 3.807
H: -2.933 -1.521 4.239
H: -1.189 -1.728 4.080
H: -2.149 -1.164 2.701
H: -1.599 4.714 2.817
H: 0.188 5.206 1.116
H: 0.972 3.349 -0.339
H: -1.474 0.641 1.528

Output
E_LUMO	1.31	eV
HOMO	-4.808	eV
charge	-1
HOMO-LUMO gap	6.12	eV

=====

In the order shown, the computed total energy values come out to -3992.5969; -7104.7955; -4981.2869 hartree.
In the order shown, the computed ΔE to the lowest compared entry with this formula, charge and spin values come out to 38.8; 0.0; 0.0 kJ/mol.